1.
C22H30N4O4 in the gas phase. Source: OMol25; level of theory: ωB97M-V with the def2-TZVPD basis set.

- Frontier orbital gap: 8.9751 eV
- Largest force on an atom: 1.07 eV/A

Geometry as XYZ:
```
60
Properties=species:S:1:pos:R:3:lowdin_charge:R:1
C -0.3050 0.8611 0.9199 -0.014
H -3.5575 7.0776 0.4355 0.117
C 1.3325 -5.4099 -2.3523 -0.211
N 1.8625 0.4589 0.1915 0.134
C -0.0978 -1.2571 2.4243 -0.022
C 1.2662 2.7710 0.0406 -0.158
H -3.3041 6.7893 -2.0226 0.082
H -2.6949 -4.8718 3.3916 0.117
H -3.3316 8.4996 -1.5897 0.072
C 2.7493 -3.9396 -0.7957 -0.095
C 0.2449 3.7144 0.1203 0.049
H -0.3797 -6.1749 -1.2960 0.110
H 1.8017 -5.8019 -0.2860 0.095
C 1.7826 5.4268 -0.5795 -0.028
O -2.3769 4.8438 0.3597 0.075
H -0.5767 -1.5148 -0.8751 0.134
H 1.5077 -6.3454 -2.8893 0.104
H 1.5635 -4.5938 -3.0423 0.108
C 2.7964 4.4880 -0.6527 -0.074
C -2.5808 7.2058 -0.0314 -0.164
N -1.8642 -4.4894 2.9698 0.187
O 1.3770 -0.7517 0.5592 -0.060
O -2.4145 -2.3677 3.5224 0.056
N -0.6468 -2.8611 0.7508 0.014
C 0.0092 -0.6343 1.0305 -0.382
H 3.5069 -3.9837 -0.0162 0.074
C 2.5477 3.1641 -0.3505 -0.029
O -0.3175 -5.0711 0.7752 0.031
H -0.5248 1.3108 1.8886 0.137
C -0.1556 -5.3700 -1.9982 -0.196
H 3.1871 -3.4490 -1.6634 0.076
H -2.0419 7.9966 0.4947 0.112
H 0.8256 -1.1206 2.9831 0.138
H -1.8040 7.7169 -1.9990 0.068
C 0.4980 5.0430 -0.1974 -0.208
H 3.1725 -5.9451 -1.3822 0.101
C -1.6845 -3.1624 2.9707 -0.492
C -1.8304 5.8899 0.0941 -0.481
H 3.7870 4.7971 -0.9505 0.105
C 2.2861 -5.3489 -1.1515 -0.251
H -0.7490 3.4289 0.4179 0.097
C -0.6126 -4.0460 -1.3833 -0.097
H 0.4022 -3.4031 2.4679 0.162
N -0.4942 6.0266 -0.1505 0.126
H -0.9267 -0.8066 2.9755 0.120
H -0.7274 -5.5500 -2.9115 0.108
H -1.6670 -3.8677 -1.6150 0.131
H -0.0321 -3.2289 -1.8116 0.110
C 0.9990 1.3827 0.3592 -0.222
C -2.7631 7.5768 -1.5036 -0.091
C -0.8660 -1.5583 0.1736 -0.044
H -1.2846 -5.0669 2.3667 0.075
H -1.9204 -1.2725 0.2753 0.149
H 1.9363 -3.3215 -0.4271 0.045
H -1.1398 1.0576 0.2463 0.132
H 1.9840 6.4615 -0.8207 0.108
C -0.4187 -2.7342 2.1910 -0.153
H 3.3247 2.4198 -0.4062 0.109
H -0.1679 6.9571 -0.3728 0.140
C -0.4920 -4.0458 0.1281 -0.437
```

=====

2.
A molecular structure, C15H38NaO5. Source: OMol25; level of theory: ωB97M-V with the def2-TZVPD basis set.

- Frontier orbital gap: 5.1870 eV
- Net charge: -1
- Largest force on an atom: 3.06 eV/A

Geometry as XYZ:
```
59
Properties=species:S:1:pos:R:3:lowdin_charge:R:1
H -1.7298 3.1929 2.1624 0.061
H -1.4141 -3.3433 1.7577 0.060
H 1.5907 2.0026 -2.1976 0.079
H -0.7866 -5.1003 0.2671 0.059
H -2.1083 3.9418 -1.7056 0.070
H -2.9465 3.8377 0.9958 0.083
C 0.2107 -5.0735 0.7062 -0.095
H -0.8081 -1.9938 -0.4811 0.034
H -0.3795 -2.0468 2.3593 0.051
H 2.5400 1.9562 4.3277 0.083
H -3.4569 -0.8236 -3.2510 0.071
C 2.2367 0.9174 4.4577 -0.055
H -0.4766 1.1734 4.8056 0.077
C 0.5962 -3.6972 1.1886 -0.693
C 1.2314 0.3909 -3.5000 -0.099
H 2.1546 1.2900 2.1109 0.106
H -3.0438 -1.9549 -1.0137 0.126
O 1.0050 -2.8706 0.1671 -0.282
H -0.9502 1.2964 3.0591 0.066
H 3.8401 1.1061 -4.0036 0.057
H 1.8583 0.7563 5.4671 0.077
H -0.3407 -3.6736 3.0793 0.062
H 0.9661 -5.4563 0.0199 0.069
H 1.5159 -3.7797 1.7678 0.101
C -1.9045 3.5577 1.1502 -0.054
C -0.4218 -3.1151 2.1468 -0.084
H -2.0380 1.7054 -0.0378 0.134
H -0.6415 -2.2211 -3.0096 0.083
H -2.1365 -2.9476 -3.2838 0.061
C -2.2521 -1.5858 -1.6657 -0.453
C -1.4735 -2.6678 -2.4652 -0.031
C 2.1692 1.1771 -2.6123 -0.654
C 1.0854 0.5003 3.5564 -0.486
H 2.9158 2.6128 -4.1456 0.047
H 1.7610 -0.4218 -3.9972 0.077
H -2.0242 0.1741 -2.9555 0.062
O 1.5723 0.5404 2.2545 -0.042
H -0.4964 4.0362 -1.2333 0.075
H 0.1694 2.4499 3.7412 0.073
C 3.2950 1.8678 -3.4461 -0.101
H 3.0681 0.2365 4.2752 0.089
H 0.7015 -0.4791 3.8418 0.132
Na 0.7156 -0.1315 0.0680 0.396
H 0.7795 0.9967 -4.2854 0.057
H -1.0251 2.5812 -2.1041 0.070
C -0.1516 1.4094 3.7923 -0.048
O -1.2326 -1.1962 -0.8056 -0.111
H -3.3425 0.3858 -1.9139 0.064
H 0.4139 2.9276 0.5929 0.103
H 0.2322 -5.7877 1.5293 0.056
O 2.6988 0.3455 -1.5881 -0.337
C -2.8239 -0.3907 -2.4763 -0.036
C -1.4662 2.6278 0.0638 -0.457
H 0.3830 0.0279 -2.9199 0.038
H -1.1149 -3.5547 -1.9427 0.076
O -0.1732 2.1906 0.4092 -0.075
H -1.3168 4.4735 1.0867 0.084
C -1.3004 3.3080 -1.3399 -0.028
H 4.0705 2.3193 -2.8273 0.051
```

=====

3.
2 unconnected molecules or ions with the total composition C4H7NO2. Source: OMol25; level of theory: ωB97M-V with the def2-TZVPD basis set.

- Frontier orbital gap (spin up / spin down): 8.0316 / 8.3941 eV
- Largest force on an atom: 0.70 eV/A

Geometry as XYZ:
```
14
Properties=species:S:1:pos:R:3:lowdin_charge:R:1
H 1.8395 -0.0140 1.3610 0.089
H 0.0444 -1.4866 -2.5660 0.117
N -0.3541 -1.1330 -1.7105 0.172
O 0.0810 1.7001 -1.2105 0.032
H 1.2945 1.6294 1.0307 0.086
C -0.0831 0.1358 0.4005 -0.318
C 0.9630 0.6392 1.3534 -0.050
H 0.5535 0.7125 2.3647 0.081
H -1.1924 -1.5599 -1.3575 0.092
C 0.4438 -0.3443 -0.9485 -0.598
H -1.6955 0.1715 1.7612 0.077
H -2.1373 -0.3202 0.0363 0.070
C -1.3677 -0.0265 0.7444 0.094
O 1.6103 -0.1040 -1.2593 0.056
```

=====

> largest force on an atom of number 1 (C22H30N4O4)?

1.07 eV/A

=====

> largest force on an atom of number 3 (C4H7NO2)?

0.70 eV/A